{
  "formula": "C6H11N",
  "method": "wB97M-V/def2-TZVPD",
  "symbols": ["C", "C", "C", "C", "C", "C", "N", "H", "H", "H", "H", "H", "H", "H", "H", "H", "H", "H"],
  "xyz": [[0.128, -2.150, 1.426], [0.376, -0.657, 1.225], [-0.256, -0.064, -0.043], [0.107, 1.410, -0.278], [-0.396, 1.989, -1.598], [0.863, -1.073, -1.628], [-0.323, -1.080, -1.424], [0.466, -2.467, 2.419], [0.672, -2.732, 0.677], [-0.937, -2.393, 1.335], [-0.086, -0.095, 2.058], [1.450, -0.437, 1.259], [-1.322, -0.174, -0.003], [-0.363, 1.953, 0.562], [1.189, 1.560, -0.181], [-1.465, 1.789, -1.740], [-0.247, 3.075, -1.628], [0.144, 1.545, -2.439]],
  "forces_ev_per_angstrom": [[0.01, -0.05, -0.03], [-0.12, -0.02, -0.30], [-0.46, -0.09, -0.04], [-0.08, -0.30, -0.10], [0.01, -0.01, -0.05], [-1.30, -0.14, 0.03], [2.40, 0.66, 0.47], [-0.05, 0.08, -0.18], [-0.11, 0.06, 0.12], [0.18, 0.05, 0.01], [0.14, -0.12, -0.32], [-0.16, -0.04, -0.10], [-0.51, 0.37, 0.60], [0.16, -0.24, -0.22], [-0.15, -0.11, -0.05], [0.17, 0.02, 0.04], [-0.01, -0.20, 0.03], [-0.12, 0.08, 0.09]],
  "lowdin_charge": [-0.114, -0.249, -0.293, -0.249, -0.114, 0.022, -0.004, 0.072, 0.062, 0.078, 0.120, 0.112, 0.112, 0.120, 0.112, 0.078, 0.072, 0.061],
  "orbital_gap_ha": 0.436,
  "energy_ev": -7888.1410,
  "de_lowest_kcal_mol": 55.1
}



{
  "formula": "C2H4MnO2",
  "method": "wB97M-V/def2-TZVPD",
  "symbols": ["O", "H", "O", "Mn", "H", "C", "C", "H", "H"],
  "xyz": [[-0.272, -1.132, 0.937], [-0.362, -2.027, 1.299], [-0.043, 1.218, 0.124], [-0.778, 0.633, 1.805], [0.102, 2.111, -0.208], [0.211, 0.210, -0.844], [0.116, -1.131, -0.343], [-0.337, 0.334, -1.787], [1.363, -0.216, -0.984]],
  "forces_ev_per_angstrom": [[-0.07, 0.11, 1.24], [0.22, -0.54, -0.08], [0.26, 1.10, -0.33], [-0.58, 0.14, 1.42], [0.16, 0.47, -0.29], [1.62, -2.64, -0.46], [-1.08, -0.72, -1.28], [0.70, 0.15, -0.06], [-1.23, 1.92, -0.16]],
  "lowdin_charge": [-0.051, 0.173, -0.106, 1.525, 0.169, -0.166, 0.031, 0.181, 0.243],
  "charge": 2,
  "spin_multiplicity": 6,
  "orbital_gap_ha": [0.267, 0.260],
  "energy_ev": -37530.4813,
  "de_lowest_kcal_mol": 8.6
}



{
  "formula": "C4H13N2O",
  "method": "wB97M-V/def2-TZVPD",
  "symbols": ["N", "C", "C", "C", "N", "C", "O", "H", "H", "H", "H", "H", "H", "H", "H", "H", "H", "H", "H", "H"],
  "xyz": [[0.287, -0.676, -2.421], [-0.478, 0.502, -1.866], [0.339, 1.082, -0.715], [0.491, 0.232, 0.523], [0.408, -1.229, 0.273], [-0.544, 0.594, 1.599], [-0.490, -0.315, 2.650], [-0.230, -0.977, -3.257], [1.120, -0.295, -2.888], [-1.396, 0.057, -1.480], [-0.676, 1.280, -2.599], [-0.102, 2.027, -0.363], [1.255, 1.473, -1.171], [1.447, 0.549, 0.953], [0.518, -1.438, -0.756], [1.200, -1.660, 0.768], [-0.446, -1.683, 0.589], [-1.526, 0.573, 1.082], [-0.421, 1.629, 1.925], [-0.675, 0.101, 3.501]],
  "forces_ev_per_angstrom": [[-0.14, 1.11, -1.16], [0.50, -1.04, 0.64], [-0.64, 1.26, -0.88], [0.13, 1.52, 1.03], [1.51, -0.81, -0.11], [-0.95, 0.49, -1.08], [0.24, -0.50, 0.31], [-0.05, -0.41, 0.58], [0.02, -0.17, 0.53], [-0.32, 0.38, -0.19], [-0.19, -0.10, -0.06], [-0.29, -0.24, -0.17], [0.41, -0.62, 0.41], [0.21, -1.04, 0.00], [-0.11, 0.37, -0.12], [-0.52, -0.21, -0.10], [-0.15, 0.22, 0.33], [0.03, -0.11, 0.36], [0.32, -0.05, -0.10], [-0.01, -0.05, -0.23]],
  "lowdin_charge": [-0.019, -0.221, -0.159, -0.288, 0.221, -0.235, -0.029, 0.099, 0.097, 0.115, 0.122, 0.131, 0.128, 0.163, 0.126, 0.182, 0.170, 0.138, 0.141, 0.118],
  "charge": 1,
  "smiles": "NCC[C@H]([NH3+])CO",
  "orbital_gap_ha": 0.429,
  "energy_ev": -9380.1239,
  "de_lowest_kcal_mol": 33.7
}



What did the third record say?
{
  "formula": "C4H13N2O",
  "method": "wB97M-V/def2-TZVPD",
  "symbols": ["N", "C", "C", "C", "N", "C", "O", "H", "H", "H", "H", "H", "H", "H", "H", "H", "H", "H", "H", "H"],
  "xyz": [[0.287, -0.676, -2.421], [-0.478, 0.502, -1.866], [0.339, 1.082, -0.715], [0.491, 0.232, 0.523], [0.408, -1.229, 0.273], [-0.544, 0.594, 1.599], [-0.490, -0.315, 2.650], [-0.230, -0.977, -3.257], [1.120, -0.295, -2.888], [-1.396, 0.057, -1.480], [-0.676, 1.280, -2.599], [-0.102, 2.027, -0.363], [1.255, 1.473, -1.171], [1.447, 0.549, 0.953], [0.518, -1.438, -0.756], [1.200, -1.660, 0.768], [-0.446, -1.683, 0.589], [-1.526, 0.573, 1.082], [-0.421, 1.629, 1.925], [-0.675, 0.101, 3.501]],
  "forces_ev_per_angstrom": [[-0.14, 1.11, -1.16], [0.50, -1.04, 0.64], [-0.64, 1.26, -0.88], [0.13, 1.52, 1.03], [1.51, -0.81, -0.11], [-0.95, 0.49, -1.08], [0.24, -0.50, 0.31], [-0.05, -0.41, 0.58], [0.02, -0.17, 0.53], [-0.32, 0.38, -0.19], [-0.19, -0.10, -0.06], [-0.29, -0.24, -0.17], [0.41, -0.62, 0.41], [0.21, -1.04, 0.00], [-0.11, 0.37, -0.12], [-0.52, -0.21, -0.10], [-0.15, 0.22, 0.33], [0.03, -0.11, 0.36], [0.32, -0.05, -0.10], [-0.01, -0.05, -0.23]],
  "lowdin_charge": [-0.019, -0.221, -0.159, -0.288, 0.221, -0.235, -0.029, 0.099, 0.097, 0.115, 0.122, 0.131, 0.128, 0.163, 0.126, 0.182, 0.170, 0.138, 0.141, 0.118],
  "charge": 1,
  "smiles": "NCC[C@H]([NH3+])CO",
  "orbital_gap_ha": 0.429,
  "energy_ev": -9380.1239,
  "de_lowest_kcal_mol": 33.7
}



Q: Number 2 is which compound?
A: C2H4MnO2